1.
# C2H4OS

A cluster of 2 separate species, C2H4OS in total (wB97M-V/def2-TZVPD, the OMol25 dataset).

Geometry (Å):
C 0.752 1.137 -0.894
C -0.002 -0.910 0.426
O 0.972 2.150 -0.360
S -1.686 -0.804 0.234
H 0.603 0.769 -1.856
H 0.563 -1.560 -0.267
H 0.572 -0.815 1.378
H -1.775 0.032 1.338

Results
Spin multiplicity: 1
Strongest force on any atom: 4.2 eV Å⁻¹
Charge: 0
Frontier orbital gap (alpha / beta): 8.0 / 8.1 eV
Energy above the lowest of the compared OMol25 structures with the same formula, charge and spin: 91.2 kcal per mole
E_tot: -551.88335 Ha
LUMO energy (alpha / beta): 0.67 / 0.86 eV

2.
# C2H4OS

The molecule C2H4OS (wB97M-V/def2-TZVPD, the OMol25 dataset).

Geometry (Å):
O 0.370 -0.117 -1.778
C 0.798 -0.194 -0.682
C -0.032 -0.044 0.537
S -1.816 0.343 0.820
H 1.932 -0.358 -0.560
H 0.246 -0.988 1.058
H 0.486 0.855 1.171
H -1.983 0.503 -0.565

Results
Spin multiplicity: 1
Strongest force on any atom: 4.7 eV Å⁻¹
Charge: 0
Frontier orbital gap: 10.3 eV
Energy above the lowest of the compared OMol25 structures with the same formula, charge and spin: 29.0 kcal per mole
E_tot: -551.98244 Ha
LUMO energy: 0.85 eV

3.
# C2H4OS2

The molecule C2H4OS2 (wB97M-V/def2-TZVPD, the OMol25 dataset).

Geometry (Å):
C -1.440 0.387 0.298
O -0.427 -0.430 0.840
S 0.556 -1.440 -0.122
C 1.825 -0.413 -0.507
S 2.029 1.165 -0.168
H -1.753 0.011 -0.671
H -1.205 1.520 0.214
H -2.156 0.253 1.032
H 2.570 -1.053 -0.917

Results
Spin multiplicity: 1
Strongest force on any atom: 2.8 eV Å⁻¹
Charge: 0
Frontier orbital gap: 8.6 eV
Energy above the lowest of the compared OMol25 structures with the same formula, charge and spin: 38.7 kcal per mole
E_tot: -950.14701 Ha
LUMO energy: -0.22 eV

4.
# C2H4OS2

A cluster of 2 separate species, C2H4OS2 in total (wB97M-V/def2-TZVPD, the OMol25 dataset).

Geometry (Å):
C -2.378 0.797 0.469
C -2.678 0.446 -0.637
H -2.026 1.312 1.393
H -2.994 -0.026 -1.582
S 2.699 -1.752 -0.331
O 2.131 -0.064 -0.297
S 1.292 0.532 0.884
H 3.954 -1.493 -0.260
H 0.000 0.247 0.361

Results
Spin multiplicity: 1
Strongest force on any atom: 3.9 eV Å⁻¹
Charge: 0
Frontier orbital gap: 8.9 eV
Energy above the lowest of the compared OMol25 structures with the same formula, charge and spin: 99.2 kcal per mole
E_tot: -950.05062 Ha
LUMO energy: -0.17 eV

5.
# C2H4OS2

A cluster of 2 separate species, C2H4OS2 in total (wB97M-V/def2-TZVPD, the OMol25 dataset).

Geometry (Å):
C 2.133 -0.208 0.156
C -1.265 -0.209 -0.073
O -1.037 1.168 -0.360
S 2.004 1.340 0.052
S 2.559 -1.699 0.199
H -0.147 1.336 -0.171
H -2.370 -0.375 -0.189
H -1.347 -0.535 1.062
H -0.530 -0.817 -0.676

Results
Spin multiplicity: 1
Strongest force on any atom: 2.6 eV Å⁻¹
Charge: 0
Frontier orbital gap: 9.4 eV
Energy above the lowest of the compared OMol25 structures with the same formula, charge and spin: 23.4 kcal per mole
E_tot: -950.17137 Ha
LUMO energy: -0.61 eV

6.
# C2H4OS2

The molecule C2H4OS2 (wB97M-V/def2-TZVPD, the OMol25 dataset).

Geometry (Å):
O 0.321 -1.043 1.325
C 0.712 0.097 0.689
S 1.887 1.118 1.017
C -0.375 0.668 -0.138
S -0.990 -0.558 -1.479
H -0.204 -1.584 0.495
H -0.132 1.695 -0.717
H -1.428 0.908 0.479
H 0.209 -1.301 -1.671

Results
Spin multiplicity: 1
Strongest force on any atom: 4.8 eV Å⁻¹
Charge: 0
Frontier orbital gap: 8.7 eV
Energy above the lowest of the compared OMol25 structures with the same formula, charge and spin: 37.4 kcal per mole
E_tot: -950.14911 Ha
LUMO energy: -0.30 eV

7.
# C2H4OS2

A cluster of 2 separate species, C2H4OS2 in total (wB97M-V/def2-TZVPD, the OMol25 dataset).

Geometry (Å):
C -0.690 0.075 0.332
C -1.631 -0.435 -0.518
O 1.949 1.478 0.375
S 2.781 -1.245 0.383
S 2.363 0.404 -0.511
H -1.052 1.067 0.762
H 0.244 -0.172 0.791
H -2.435 0.198 -0.654
H -1.528 -1.370 -0.960

Results
Spin multiplicity: 1
Strongest force on any atom: 4.7 eV Å⁻¹
Charge: 0
Frontier orbital gap: 8.1 eV
Energy above the lowest of the compared OMol25 structures with the same formula, charge and spin: 46.5 kcal per mole
E_tot: -950.13460 Ha
LUMO energy: -2.03 eV

8.
# C2H4OS2

The molecule C2H4OS2 (wB97M-V/def2-TZVPD, the OMol25 dataset).

Geometry (Å):
C 0.590 0.479 -0.002
C -0.448 -0.584 0.062
S -2.157 -0.129 0.029
O -2.768 -1.615 -0.165
S -4.074 0.647 0.072
H 0.099 1.438 -0.043
H 1.379 0.299 -0.738
H 1.073 0.420 1.007
H -2.222 -2.281 -0.619

Results
Spin multiplicity: 1
Strongest force on any atom: 2.9 eV Å⁻¹
Charge: 0
Frontier orbital gap: 7.3 eV
Energy above the lowest of the compared OMol25 structures with the same formula, charge and spin: 120.2 kcal per mole
E_tot: -950.01720 Ha
LUMO energy: -1.30 eV

9.
# C2H4OS2

A structure of composition C2H4OS2 (wB97M-V/def2-TZVPD, the OMol25 dataset).

Geometry (Å):
C 1.744 0.003 0.621
C -0.898 0.785 -0.415
O -0.726 -1.893 0.461
S 2.889 0.738 -0.055
S -0.023 -0.795 -0.643
H 0.040 -2.175 1.027
H -1.754 0.539 0.198
H -1.076 1.281 -1.476
H -0.197 1.516 0.281

Results
Spin multiplicity: 1
Strongest force on any atom: 3.0 eV Å⁻¹
Charge: 0
Frontier orbital gap: 8.1 eV
Energy above the lowest of the compared OMol25 structures with the same formula, charge and spin: 86.9 kcal per mole
E_tot: -950.07017 Ha
LUMO energy: 0.18 eV

10.
# C2H4OS2

The molecule C2H4OS2 (wB97M-V/def2-TZVPD, the OMol25 dataset).

Geometry (Å):
C 0.113 0.242 0.265
C -1.120 0.496 -0.369
O -0.738 -2.325 0.455
S 0.275 -1.678 -0.304
S -2.648 -0.040 -0.042
H 1.022 0.628 -0.105
H -0.019 0.216 1.316
H -1.022 1.000 -1.299
H 1.634 -1.858 0.336

Results
Spin multiplicity: 1
Strongest force on any atom: 3.9 eV Å⁻¹
Charge: 0
Frontier orbital gap: 7.9 eV
Energy above the lowest of the compared OMol25 structures with the same formula, charge and spin: 62.7 kcal per mole
E_tot: -950.10884 Ha
LUMO energy: -0.74 eV